Entry from OMol25: a structure of composition C37H45B2BrCl44F2N3O6Si in a non-equilibrium geometry (the ωB97M-V functional and the def2-TZVPD basis).

Structure (XYZ):
```
141
Properties=species:S:1:pos:R:3:forces:R:3
C 6.95484 -1.89989 2.21312 -0.83 -0.23 0.58
C 7.08272 -0.32810 1.66043 -0.03 -0.76 0.01
B 6.27031 -0.14358 0.22618 2.43 0.84 -0.33
O 7.06242 0.21899 -0.96569 -2.26 0.59 2.33
C 4.63920 -0.42729 0.25602 -0.32 -2.53 -1.84
N 3.84717 0.44906 1.18247 0.83 -0.37 0.97
C 2.40071 0.71268 0.71856 -0.13 1.77 -0.22
B 1.70577 1.50261 1.96356 -2.19 2.22 2.42
N 0.59608 2.56161 1.74535 2.10 -2.31 -0.51
O 2.09706 1.38732 3.41419 1.67 0.25 -3.34
C 1.65810 -0.59078 0.06007 1.50 0.19 -1.67
C 1.71125 -1.97972 0.90229 -1.07 -1.57 0.52
C 1.53674 -2.00714 2.50830 -0.06 -1.01 1.81
C -0.02386 -2.26022 3.05902 -2.33 -5.52 -1.65
O -0.55782 -3.44812 2.65895 3.09 8.38 2.83
O -0.74680 -1.32860 3.94616 3.83 -1.94 -1.44
C 0.17949 -0.09309 -0.45138 -3.49 0.50 -0.87
F -0.36053 -0.80587 -1.67200 2.36 1.53 3.09
F 0.15864 1.33148 -0.96769 1.01 -3.40 1.29
C -1.07371 -0.21340 0.58332 -1.27 0.60 -0.82
C -1.99076 -1.59939 0.38810 0.80 0.28 2.05
Si -3.68371 -1.26026 -0.51097 -0.68 -1.93 -0.59
C -4.78879 -2.83496 -0.11289 -0.45 -0.40 0.96
C -3.44803 -1.27781 -2.43791 0.40 0.72 -0.25
C -4.63639 0.27591 0.14918 -2.11 4.71 0.94
C -5.61806 0.30204 1.47754 0.67 3.66 -2.68
C -6.39802 1.68905 1.87614 3.72 -0.89 -2.60
C -6.27514 3.09722 0.99539 3.02 -3.77 -1.43
C -5.27323 3.05775 -0.30193 -0.42 -2.83 1.90
C -4.46593 1.68330 -0.73779 -2.65 0.29 3.41
N 2.44951 -0.83737 -1.22347 0.59 -0.76 0.83
C 2.32690 -2.17026 -1.85765 -1.19 -2.81 -1.63
C 2.47903 -2.07754 -3.52438 0.02 1.93 0.55
C 1.55252 -0.90404 -4.19454 -0.32 0.41 -1.16
Br 1.91062 -3.81062 -4.42026 0.34 1.41 0.75
C 3.90047 -0.49239 -1.18972 1.70 0.03 -1.19
C 4.12589 0.76920 -2.20730 -0.47 -0.59 -2.96
O 4.52207 2.04523 -1.64293 -1.45 1.84 -0.67
C 4.01648 3.20543 -2.39316 1.62 2.07 -5.69
C 2.92663 4.17538 -1.57668 1.39 -0.92 0.45
O 4.43704 3.50630 -3.64960 -2.83 -2.56 8.79
H 7.93902 -2.29145 2.71345 -1.89 0.91 -1.08
H 6.10493 -1.96049 3.04909 1.86 0.11 -1.81
H 6.63281 -2.65101 1.37479 0.79 1.38 1.44
H 8.22627 -0.08269 1.51634 -2.47 -0.17 0.48
H 6.55367 0.33742 2.46961 1.35 -0.96 -1.24
H 7.20740 1.20691 -1.04638 -0.19 -1.65 0.05
H 4.56781 -1.52925 0.71529 0.05 2.30 -1.02
H 4.37593 1.35684 1.30910 -1.04 -0.96 -0.29
H 3.87661 -0.01932 2.13809 -0.40 0.83 -1.25
H 2.51744 1.58915 -0.08863 -0.31 -2.26 1.33
H -0.34964 2.14553 1.86624 0.78 0.97 -0.13
H 0.72139 3.05273 0.83571 -0.82 -0.93 0.76
H 3.04755 1.74298 3.53340 -2.10 -0.72 0.11
H 0.84889 -2.67428 0.45198 1.87 1.52 1.13
H 2.70555 -2.62759 0.73646 -2.10 1.98 -0.08
H 2.05760 -3.01614 2.89838 -1.28 2.18 -1.04
H 2.10633 -1.18338 3.12308 -1.33 -1.13 -1.37
H -0.01152 -0.88157 4.49432 -1.58 -0.67 -1.22
H -1.83667 0.65076 0.26093 1.97 -1.56 0.68
H -0.84780 0.00134 1.70727 0.06 -0.61 -2.08
H -1.38455 -2.49545 -0.05130 -1.18 1.69 0.77
H -2.30343 -1.89710 1.50153 0.73 0.43 -2.39
H -4.28696 -3.83942 -0.50190 -1.15 2.14 0.84
H -5.89171 -2.72335 -0.53108 2.36 -0.31 0.78
H -4.87121 -2.88564 1.07682 0.08 -0.17 -2.48
H -2.69397 -0.38960 -2.67730 -1.61 -1.93 0.02
H -4.50103 -1.06992 -2.91639 2.28 -0.52 0.74
H -2.98512 -2.31643 -2.80196 -1.07 2.36 0.79
H -5.75236 -0.68459 2.10789 0.23 2.35 -1.37
H -7.12047 1.69186 2.81849 3.62 -0.72 -1.90
H -6.88884 4.06847 1.30495 1.73 -2.36 -0.83
H -5.16328 4.04250 -0.96458 0.10 -2.69 1.85
H -3.78169 1.71826 -1.70259 -1.60 -0.14 2.24
H 1.27473 -2.72300 -1.72789 2.10 1.72 -0.04
H 3.09423 -3.00431 -1.47618 -1.44 2.53 -0.84
H 3.59914 -1.82804 -3.78515 -2.17 -0.92 0.35
H 0.53572 -1.32627 -4.64573 2.27 0.77 1.20
H 2.13723 -0.42842 -5.12025 -1.21 -1.13 2.03
H 1.27018 -0.01976 -3.48256 0.68 -1.89 -1.09
H 4.48279 -1.37911 -1.74837 -1.26 1.97 1.32
H 3.09770 0.94425 -2.78805 2.15 -0.63 1.43
H 4.90854 0.50265 -3.06801 -1.52 0.38 2.07
H 1.85063 3.73594 -1.71674 2.07 0.89 0.10
H 3.22535 4.11329 -0.42798 -0.70 0.15 -2.38
H 3.03923 5.28480 -1.93098 -0.33 -2.39 0.47
C -6.12046 -0.81004 -6.14824 0.00 0.00 -0.06
Cl -5.71018 0.26764 -4.79010 -0.20 -0.10 -0.37
Cl -7.39371 -1.94797 -5.63986 0.41 0.32 -0.10
Cl -6.70655 0.16205 -7.52164 0.14 -0.26 0.35
Cl -4.67143 -1.72188 -6.64154 -0.36 0.40 0.14
C -3.39370 -5.83712 -6.97204 -0.16 -0.04 -0.01
Cl -2.78009 -6.53358 -5.45128 -0.12 0.16 -0.33
Cl -2.20855 -4.67073 -7.61194 -0.25 -0.22 0.15
Cl -3.64751 -7.13907 -8.16167 0.07 0.34 0.30
Cl -4.93871 -5.00516 -6.66343 0.47 -0.40 -0.06
C 4.40627 -5.93087 -2.01273 0.14 -0.27 -0.27
Cl 4.80537 -5.07674 -3.52450 0.23 -0.33 0.58
Cl 4.06151 -7.64192 -2.37046 0.09 0.57 0.13
Cl 5.78504 -5.82519 -0.88911 -0.31 0.03 -0.18
Cl 2.97324 -5.17968 -1.26669 0.28 -0.98 0.12
C 7.40631 -2.50610 6.41998 0.22 -0.22 0.25
Cl 9.01996 -1.96499 5.89308 -0.43 -0.10 0.11
Cl 6.18247 -1.32162 5.89678 0.13 -0.09 0.12
Cl 7.04560 -4.09279 5.69403 0.06 0.40 0.12
Cl 7.37710 -2.64513 8.19601 -0.01 0.08 -0.59
C -7.29370 6.08352 -3.16590 -0.22 0.13 -0.09
Cl -5.75533 6.49703 -3.96382 -0.33 -0.12 0.20
Cl -8.41684 5.39166 -4.36357 0.31 0.16 0.34
Cl -6.99226 4.89140 -1.87644 -0.51 0.57 -0.68
Cl -8.01044 7.55386 -2.45963 0.19 -0.37 -0.17
C 4.28319 4.23607 5.65423 -0.33 0.52 0.66
Cl 5.66669 5.12961 6.33378 -0.41 -0.36 -0.36
Cl 4.81802 3.30488 4.23248 0.13 -0.19 -0.03
Cl 3.63390 3.12203 6.88388 0.21 0.24 -0.42
Cl 3.01401 5.38763 5.16684 0.41 -0.43 0.06
C -10.11681 2.77485 3.05768 -0.55 0.24 -0.17
Cl -8.57415 2.45832 2.22445 -4.27 1.14 1.92
Cl -11.03503 4.00914 2.15883 0.09 -0.17 0.19
Cl -11.06732 1.27001 3.13946 0.37 0.39 0.86
Cl -9.79089 3.36185 4.70803 -0.04 -0.13 -0.37
C -10.66728 1.59462 -1.11015 -0.05 -0.01 -0.18
Cl -9.11548 2.24057 -0.51947 -0.67 -0.35 -1.38
Cl -10.35942 0.28884 -2.28262 -0.04 0.28 0.24
Cl -11.60398 0.95168 0.26241 0.23 0.17 -1.06
Cl -11.59044 2.89732 -1.90087 0.22 -0.28 0.20
C -8.80399 -4.74209 -8.45394 0.00 -0.04 -0.08
Cl -7.98670 -6.28559 -8.10189 -0.23 0.38 -0.09
Cl -9.60908 -4.14664 -6.98024 0.09 -0.21 -0.35
Cl -7.60249 -3.54475 -8.99935 -0.26 -0.27 0.13
Cl -10.01765 -4.99121 -9.73433 0.32 0.08 0.35
C 9.19603 -0.39320 11.05754 0.12 0.03 0.08
Cl 9.60630 0.68448 12.41568 -0.13 -0.30 -0.38
Cl 7.92277 -1.53113 11.56592 0.27 0.25 -0.11
Cl 8.60993 0.57889 9.68414 0.12 -0.19 0.28
Cl 10.64505 -1.30504 10.56424 -0.39 0.22 0.10
C 6.19600 7.64284 2.72364 0.09 0.35 0.02
Cl 6.59510 8.49697 1.21188 -0.12 -0.27 0.41
Cl 5.85124 5.93179 2.36591 0.06 0.32 0.05
Cl 7.57477 7.74851 3.84727 -0.39 -0.08 -0.31
Cl 4.76297 8.39403 3.46969 0.37 -0.24 -0.20
```
Forces are in eV/Å.

Summary:
* orbital gap: 6.72 eV
* calculated total energy: -691521.1643 eV
* net charge: +1

Mulliken atomic charge list, values in e, 4 entries: -0.52 -0.12 0.81 -0.51

Entry from OMol25: a structure of composition C37H45F3N2O5SSiY in a non-equilibrium geometry (the ωB97M-V functional and the def2-TZVPD basis).

Structure (XYZ):
```
95
Properties=species:S:1:pos:R:3:forces:R:3
Y 1.43048 0.55792 0.56564 0.27 0.62 1.06
O 1.73177 0.36898 2.76837 0.04 -0.11 0.11
C 1.38892 -0.50239 3.65418 -0.04 0.18 -0.23
C 0.74254 -0.10760 4.85235 0.00 -0.11 0.11
C 0.38653 -1.03478 5.80324 -0.01 0.02 -0.01
C 0.66652 -2.40338 5.64340 0.03 0.11 -0.06
C 1.30443 -2.80541 4.49256 -0.01 0.00 0.05
C 1.64030 -1.89027 3.48648 0.20 -0.25 -0.16
C 2.32765 -2.36204 2.29756 -0.05 0.03 0.24
N 2.36678 -1.73862 1.18724 -0.07 0.15 -0.27
C 3.33460 -2.15528 0.18806 -0.13 -0.03 0.02
C 4.48161 -1.15930 0.26343 -0.01 0.12 -0.06
N 3.96966 0.21155 0.13579 -0.17 -0.15 0.08
C 4.84634 1.09805 -0.13182 0.02 0.28 -0.11
C 4.65005 2.52419 -0.33461 0.26 -0.36 0.06
C 5.79991 3.30139 -0.54307 0.04 0.01 -0.01
C 5.73360 4.65834 -0.75692 -0.14 -0.05 0.02
C 4.46444 5.25957 -0.77043 0.01 0.04 0.00
C 3.31947 4.52455 -0.58088 0.06 0.06 -0.02
C 3.36951 3.12610 -0.35520 -0.33 -0.08 -0.06
O 2.28044 2.45439 -0.20040 0.05 -0.16 0.31
H 0.52320 0.94655 4.96621 0.00 -0.01 0.03
H -0.12257 -0.69920 6.70061 0.00 -0.01 -0.01
H 0.38975 -3.11932 6.40552 -0.01 0.01 0.00
H 1.53970 -3.85428 4.33642 0.00 0.00 0.01
H 2.88083 -3.30678 2.39147 0.00 -0.03 0.04
H 2.86597 -2.10762 -0.79666 0.02 0.00 -0.02
H 3.71034 -3.17027 0.36571 0.00 -0.04 0.04
H 5.21939 -1.37253 -0.51562 0.03 0.00 -0.03
H 4.96840 -1.27068 1.23764 0.01 0.01 0.03
H 5.89189 0.77659 -0.23408 0.03 0.03 -0.03
H 6.76395 2.80099 -0.53168 0.00 0.01 0.00
H 6.62995 5.24313 -0.91105 0.00 0.01 0.00
H 4.38219 6.32853 -0.93450 0.01 0.00 0.00
H 2.33865 4.98340 -0.59307 0.03 0.01 0.00
C -3.04949 -1.97723 0.07048 -0.11 -0.09 -0.05
C -1.60359 -1.94560 0.54613 0.02 0.28 0.10
C -1.45742 -2.62582 1.90105 -0.02 -0.10 0.00
C -0.70886 -2.61560 -0.47988 0.03 -0.11 -0.09
O -1.13845 -0.57526 0.66434 0.23 0.07 0.17
Si -1.97868 0.76767 1.23661 -0.01 -0.30 -0.03
S -0.56535 2.19846 1.54470 -0.18 0.32 -0.16
O -3.19746 1.13131 0.18480 -0.16 0.03 0.05
C -3.21144 1.82173 -1.06827 0.22 -0.13 0.11
C -1.99142 1.43827 -1.89814 -0.02 0.03 -0.12
C -4.48994 1.37549 -1.76316 -0.07 -0.01 -0.05
C -3.23700 3.31870 -0.80236 -0.06 0.14 -0.06
O -2.79649 0.20004 2.55339 -0.01 -0.01 -0.02
C -3.82366 0.80460 3.34380 0.21 0.05 -0.21
C -3.64488 2.31886 3.40638 -0.03 0.07 0.01
C -5.17219 0.45035 2.73062 -0.12 -0.03 -0.01
C -3.67960 0.19530 4.72802 -0.03 -0.05 0.14
H -3.35917 -3.01957 -0.04773 -0.01 0.03 -0.01
H -3.15121 -1.47113 -0.89145 0.02 -0.03 0.03
H -3.72131 -1.49644 0.78221 0.06 0.01 0.00
H -1.71447 -3.68636 1.81184 0.00 0.04 0.02
H -2.10084 -2.16369 2.64923 -0.01 0.04 -0.05
H -0.42682 -2.54949 2.24690 -0.06 0.00 -0.03
H -1.01788 -3.65657 -0.60899 0.01 0.00 -0.01
H 0.33315 -2.59797 -0.15528 -0.05 -0.01 0.01
H -0.75805 -2.09668 -1.43797 -0.04 -0.03 0.05
H -1.91484 0.35332 -1.99285 0.01 0.03 -0.01
H -1.07180 1.80450 -1.43848 -0.04 -0.01 -0.01
H -2.06671 1.86841 -2.90116 0.02 -0.01 0.03
H -4.46252 0.29933 -1.94667 -0.01 0.03 0.01
H -4.61349 1.89008 -2.71973 0.02 -0.01 0.03
H -5.35300 1.59632 -1.13119 0.01 -0.01 -0.01
H -2.35086 3.61988 -0.24216 -0.02 -0.04 -0.02
H -4.12747 3.57877 -0.22350 0.03 0.00 0.00
H -3.26494 3.86907 -1.74768 0.00 0.00 0.04
H -3.76377 2.76733 2.41644 0.01 -0.05 0.03
H -2.64846 2.57337 3.76954 -0.02 -0.03 0.00
H -4.39213 2.75836 4.07342 0.01 -0.03 -0.02
H -5.22861 0.82321 1.70686 0.02 0.00 0.03
H -5.98729 0.88685 3.31515 0.02 -0.02 -0.01
H -5.30128 -0.63496 2.71192 0.01 0.03 0.00
H -2.68518 0.40639 5.12537 -0.02 0.01 -0.02
H -3.80086 -0.88899 4.67237 0.01 0.03 0.00
H -4.43133 0.59845 5.41200 0.01 -0.01 -0.01
F 1.95998 -1.55441 -9.07074 -0.01 -0.02 -0.02
C 1.35895 -2.41066 -8.22465 0.04 0.07 0.15
F 0.11572 -2.62647 -8.70780 -0.02 0.00 -0.02
F 2.00781 -3.59145 -8.33712 0.01 -0.01 -0.03
C 1.34142 -1.91256 -6.81187 -0.01 -0.04 -0.08
C 0.82304 -2.73948 -5.82176 -0.03 -0.04 0.08
C 0.78846 -2.30972 -4.50934 -0.02 -0.04 -0.03
C 1.26866 -1.04218 -4.15611 -0.03 0.06 0.21
C 1.78454 -0.22361 -5.16387 0.03 0.00 -0.08
C 1.82229 -0.65463 -6.48170 -0.01 0.07 0.09
C 1.22884 -0.60177 -2.79182 0.05 0.01 -0.16
C 1.19477 -0.22778 -1.62800 -0.02 -0.49 -1.06
H 0.44635 -3.72206 -6.07860 0.01 0.01 -0.02
H 0.38714 -2.94719 -3.73207 0.00 -0.01 -0.02
H 2.15701 0.75554 -4.89364 0.00 0.00 -0.03
H 2.22492 -0.00905 -7.24970 0.01 0.00 -0.01
```
Forces are in eV/Å.

Summary:
* energy relative to the best compared isomer or geometry (same formula, charge and spin): 4.1 kcal/mol
* orbital gap: 7.65 eV
* calculated total energy: -80237.6913 eV
* net charge: -1

Mulliken atomic charge list, values in e, 4 entries: 0.89 -1.06 0.46 -0.54